C20H35BrClFN4O6P | ωB97M-V with the def2-TZVPD basis set

Values from the calculation:
multiplicity = 1
calculated total energy = -4928.75216 Ha
LUMO = -0.1589 hartree
charge = +1

Cartesian coordinates (Å):
1 C -1.8098 -3.3880 0.1258
2 C -0.6509 -2.5028 -0.3645
3 N -0.8937 -1.0399 -0.3100
4 C -0.2390 -0.2337 0.6874
5 P -0.5457 -0.7764 2.5464
6 O -2.0925 -1.1835 2.1967
7 Br 0.4141 -2.7443 2.9488
8 C -0.8784 1.1977 0.8828
9 C -1.5514 2.0925 -0.2081
10 C -2.2375 1.4484 -1.4197
11 C -1.3701 1.2391 -2.6676
12 Cl -2.1761 1.8994 -4.1270
13 C 0.2551 1.8456 1.6000
14 N 1.3635 1.2200 1.4594
15 C 1.2791 0.1189 0.4444
16 C 1.5295 0.8779 -0.8767
17 C 2.9081 1.5456 -1.0020
18 C 3.0845 2.1356 -2.4106
19 C 4.5595 2.4362 -2.6960
20 N 5.3177 1.2718 -3.1809
21 N 2.2418 -0.9832 0.6777
22 C 3.2644 -0.7742 1.7093
23 C 3.7744 -2.0053 2.3760
24 O 3.6603 0.3346 1.9740
25 C 2.9119 -1.5472 -0.4620
26 C 2.1350 -2.1240 -1.6037
27 O 4.1094 -1.6444 -0.4155
28 H -2.7131 -2.8121 0.3169
29 H -2.0591 -4.1158 -0.6477
30 H -1.5500 -3.9605 1.0143
31 H -0.5090 -2.7529 -1.4180
32 H 0.2865 -2.7660 0.1214
33 H -1.8901 -0.9363 -0.1643
34 H -2.5038 -1.5221 3.0071
35 H -1.6492 1.1309 1.6646
36 H -2.3128 2.6760 0.3126
37 H -0.8434 2.8424 -0.5725
38 H -3.0321 2.1365 -1.7125
39 H -2.7419 0.5163 -1.1740
40 H -0.4306 1.7784 -2.6073
41 H -1.2086 0.1880 -2.8851
42 H 0.1801 2.7347 2.2166
43 H 2.2133 1.5117 1.9378
44 H 1.3295 0.2391 -1.7296
45 H 0.8059 1.6875 -0.9422
46 H 3.7183 0.8361 -0.8457
47 H 2.9689 2.3663 -0.2850
48 H 2.7286 1.4051 -3.1455
49 H 2.5046 3.0547 -2.5219
50 H 4.6392 3.2518 -3.4175
51 H 5.0291 2.7933 -1.7751
52 H 5.9358 0.9256 -2.4589
53 H 4.6921 0.5075 -3.4042
54 H 3.2955 -2.9024 1.9932
55 H 3.6457 -1.9174 3.4527
56 H 4.8359 -2.0667 2.1290
57 H 2.0031 -3.1897 -1.4067
58 H 1.1747 -1.6599 -1.7883
59 H 2.7668 -2.0359 -2.4874
60 C -5.1711 0.0594 1.5541
61 C -6.3255 -0.7570 2.0947
62 O -6.8145 0.0723 3.1263
63 C -6.5160 1.3683 2.8145
64 O -6.9737 2.3192 3.3363
65 O -5.5978 1.3959 1.8063
66 F -5.9033 -1.9344 2.6203
67 H -4.2594 -0.1397 2.1150
68 H -4.9874 -0.0898 0.4923
69 H -7.1244 -0.9548 1.3789

=====

C6H12N2O | ωB97M-V with the def2-TZVPD basis set

Values from the calculation:
relative energy (zero: lowest compared OMol25 entry of this formula, charge and spin) = 63.2 kcal per mole
SMILES string = C/C(N)=C(C)\C(N)=C/O
multiplicity = 1
calculated total energy = -420.48325 Ha
LUMO = 0.0308 hartree

Cartesian coordinates (Å):
1 C -0.9820 -1.2610 -1.3271
2 C -0.7129 -0.5498 -0.0238
3 N -1.5747 -0.9321 1.0062
4 C -0.0711 0.7428 0.0714
5 C -0.7047 2.0585 0.4317
6 C 1.2607 0.4267 -0.0828
7 N 2.2869 1.2268 -0.5466
8 C 1.3705 -0.9785 0.2218
9 O 1.2951 -1.4888 1.5303
10 H -1.9722 -0.9752 -1.7128
11 H -0.9775 -2.3479 -1.2069
12 H -0.2347 -0.9935 -2.0705
13 H -1.7668 -0.2503 1.7260
14 H -2.3735 -1.5126 0.7872
15 H 0.0399 2.8549 0.3844
16 H -1.1040 2.0615 1.4535
17 H -1.5364 2.3170 -0.2316
18 H 3.2129 0.8270 -0.5517
19 H 2.1005 1.8519 -1.3175
20 H 2.0791 -1.5810 -0.3523
21 H 0.3651 -1.4962 1.8110

=====

C13H42O8 | ωB97M-V with the def2-TZVPD basis set

Values from the calculation:
relative energy (zero: lowest compared OMol25 entry of this formula, charge and spin) = 137.4 kcal per mole
SMILES string = CC(C)O.CCO.CCO.CCO.CO.CO.CO.CO
multiplicity = 1
calculated total energy = -1122.20201 Ha
LUMO = 0.0105 hartree

Cartesian coordinates (Å):
1 C 20.5108 -2.8031 -13.7042
2 C 21.7890 -3.2497 -14.3809
3 C 22.1553 -4.6190 -13.8642
4 O 21.5424 -3.5429 -15.7430
5 H 20.7684 -2.7001 -12.6502
6 H 19.6596 -3.4745 -13.8177
7 H 20.1027 -1.8841 -14.1250
8 H 22.5643 -2.4955 -14.2459
9 H 22.1430 -4.5864 -12.7748
10 H 23.0763 -5.0474 -14.2598
11 H 21.3862 -5.3650 -14.0639
12 H 22.1758 -4.2083 -16.0218
13 C 13.8635 4.3994 -8.2283
14 C 13.7348 5.2958 -7.0422
15 O 13.1230 6.4979 -7.4492
16 H 12.9734 4.1743 -8.8158
17 H 14.3748 3.5422 -7.7902
18 H 14.6053 4.7183 -8.9605
19 H 14.6379 5.6419 -6.5395
20 H 13.3344 4.7181 -6.2091
21 H 12.1766 6.3671 -7.5438
22 C 21.9326 3.6194 -11.6824
23 C 20.8125 4.0078 -12.6130
24 O 20.9696 5.4066 -13.0868
25 H 22.8006 3.3408 -12.2800
26 H 21.7230 2.8193 -10.9725
27 H 22.3050 4.4815 -11.1290
28 H 19.8210 3.8739 -12.1805
29 H 20.9207 3.3377 -13.4658
30 H 21.8252 5.6796 -12.7476
31 C 11.4531 -3.6536 -11.1178
32 C 12.8898 -3.8635 -10.5849
33 O 13.6893 -4.4158 -11.5960
34 H 11.0328 -4.6102 -11.4282
35 H 11.4879 -3.2925 -12.1456
36 H 10.7298 -3.2059 -10.4363
37 H 13.0249 -4.6673 -9.8612
38 H 13.4820 -3.0322 -10.2023
39 H 14.1397 -3.8308 -12.2096
40 C 14.9340 -0.3049 -15.2192
41 O 15.2960 -1.4726 -14.4318
42 H 15.7284 0.0604 -15.8701
43 H 14.0173 -0.4417 -15.7929
44 H 14.6025 0.4578 -14.5146
45 H 15.7944 -1.9582 -15.0932
46 C 18.6893 3.1932 -5.2041
47 O 19.0456 3.1372 -6.5718
48 H 17.9508 3.9471 -4.9313
49 H 18.2539 2.2133 -5.0083
50 H 19.6343 3.4221 -4.7116
51 H 18.5271 2.4488 -6.9948
52 C 17.0047 0.2218 -10.1847
53 O 17.0351 0.5235 -8.8461
54 H 17.8827 0.5562 -10.7373
55 H 16.8778 -0.8604 -10.2146
56 H 16.1425 0.6996 -10.6500
57 H 16.3734 0.1230 -8.2774
58 C 12.7528 -0.1824 -5.6606
59 O 14.1300 -0.0777 -5.8512
60 H 12.0593 0.5684 -6.0393
61 H 12.4507 -1.1527 -6.0547
62 H 12.5752 -0.2750 -4.5892
63 H 14.5834 -0.7554 -5.3446

=====

C5H8O2 | ωB97M-V with the def2-TZVPD basis set

Values from the calculation:
relative energy (zero: lowest compared OMol25 entry of this formula, charge and spin) = 31.4 kcal per mole
SMILES string = O=C1CC[C@@H]1CO
multiplicity = 1
calculated total energy = -345.75487 Ha
LUMO = 0.0298 hartree

Cartesian coordinates (Å):
1 O -1.1733 -2.1784 -0.3290
2 C -1.0096 -1.0176 -0.0626
3 C -1.6582 0.2885 -0.5071
4 C -0.4402 1.0501 0.1027
5 C 0.1030 -0.2838 0.6824
6 C 1.4126 -0.6585 0.0075
7 O 2.4344 0.2559 0.3210
8 H -1.9545 0.3914 -1.5556
9 H -2.5437 0.4400 0.1197
10 H -0.6993 1.8577 0.7887
11 H 0.2956 1.4791 -0.5960
12 H 0.1694 -0.3909 1.7712
13 H 1.7077 -1.6577 0.3317
14 H 1.2392 -0.6903 -1.0826
15 H 2.1169 1.1147 0.0080

=====

C3H9N2O2 | ωB97M-V with the def2-TZVPD basis set

Values from the calculation:
relative energy (zero: lowest compared OMol25 entry of this formula, charge and spin) = 33.6 kcal per mole
SMILES string = NC(=O)[C@H]([NH3+])CO
multiplicity = 1
calculated total energy = -379.45123 Ha
LUMO = -0.1281 hartree
charge = +1

Cartesian coordinates (Å):
1 N -1.4542 -1.5600 -0.2840
2 C -0.1061 -1.3331 -0.2743
3 O 0.6741 -2.1519 0.1522
4 C 0.4053 0.0619 -0.6260
5 N 1.6660 0.2256 0.1844
6 C -0.5969 1.2454 -0.1585
7 O -0.2195 1.5588 1.1737
8 H -1.9681 -2.0899 0.4008
9 H -2.0882 -1.0865 -0.9081
10 H 0.5932 0.2436 -1.6927
11 H 1.4226 0.2860 1.1736
12 H 2.1930 -0.6394 0.0135
13 H 2.3181 0.9796 -0.0252
14 H -0.3428 2.1493 -0.7181
15 H -1.6257 0.9291 -0.1834
16 H -0.8708 1.1815 1.7719

=====

C24H37Br2IN2O5PS2SiTi | ωB97M-V with the def2-TZVPD basis set

Values from the calculation:
relative energy (zero: lowest compared OMol25 entry of this formula, charge and spin) = 72.0 kcal per mole
multiplicity = 1
calculated total energy = -9145.17586 Ha
LUMO = 0.0344 hartree
charge = -1

Cartesian coordinates (Å):
1 Ti -0.0586 0.9820 -0.4882
2 C 4.3120 0.0960 -1.1765
3 C 4.0876 1.1645 -0.1603
4 N 5.0982 1.8333 0.3361
5 C 4.8713 2.7693 1.2854
6 C 3.6405 3.0543 1.8086
7 C 3.5029 4.0857 2.8915
8 O 3.0718 3.5358 4.1382
9 C 2.5281 2.3384 1.2946
10 C 1.2181 2.4935 1.8900
11 N 0.1307 1.9665 1.4438
12 C -1.0700 2.1536 2.1895
13 C -1.4275 3.3856 2.7171
14 C -2.6230 3.5196 3.4103
15 C -3.4608 2.4278 3.5726
16 C -3.1085 1.1931 3.0370
17 C -1.9214 1.0618 2.3409
18 I -1.2402 -0.7734 1.5428
19 C 2.7510 1.4112 0.2825
20 O 1.7695 0.7205 -0.2403
21 H 5.3289 0.1683 -1.5545
22 H 3.5930 0.2145 -1.9859
23 H 4.1603 -0.8863 -0.7204
24 H 5.7473 3.3040 1.6384
25 H 2.7551 4.8377 2.6329
26 H 4.4591 4.6037 3.0102
27 H 3.6174 2.7629 4.3213
28 H 1.1706 3.0499 2.8245
29 H -0.7884 4.2449 2.5544
30 H -2.9029 4.4853 3.8103
31 H -4.3956 2.5347 4.1076
32 H -3.7603 0.3371 3.1549
33 Br -0.3339 -0.6378 -2.2014
34 C 2.5417 2.8333 -2.5139
35 Br 0.6600 3.1488 -1.7061
36 H 2.2361 2.8453 -3.5702
37 H 2.9400 3.8401 -2.3106
38 C -4.4922 1.8197 -0.6252
39 Si -2.9267 2.5961 -1.2803
40 C -2.8178 4.3730 -0.7178
41 C -2.8568 2.4578 -3.1330
42 O -1.6713 1.7432 -0.6108
43 H -5.3848 2.2490 -1.0866
44 H -4.5638 1.9632 0.4561
45 H -4.4885 0.7450 -0.8221
46 H -3.7475 4.9072 -0.9310
47 H -1.9984 4.8987 -1.2114
48 H -2.6479 4.4108 0.3607
49 H -3.6691 3.0222 -3.5985
50 H -2.9446 1.4123 -3.4367
51 H -1.9091 2.8375 -3.5184
52 C 1.5361 -3.8637 -2.4812
53 C 2.0660 -5.1769 -1.9368
54 C 1.4567 -6.3810 -2.6377
55 O 1.9430 -5.3383 -0.5118
56 P 0.7563 -4.8929 0.4767
57 S 0.9077 -5.9821 2.0916
58 S 0.7750 -2.9041 0.7062
59 O -0.4992 -5.3391 -0.4542
60 C -1.8927 -5.0376 -0.2762
61 C -2.2602 -3.8276 -1.1173
62 C -2.3179 -4.8927 1.1752
63 H 1.7682 -3.8114 -3.5483
64 H 1.9854 -3.0102 -1.9779
65 H 0.4564 -3.7890 -2.3562
66 H 3.1486 -5.1999 -2.0900
67 H 0.3718 -6.3672 -2.5430
68 H 1.8315 -7.3037 -2.1939
69 H 1.7236 -6.3651 -3.6974
70 H -2.3965 -5.9163 -0.6910
71 H -1.7322 -2.9433 -0.7636
72 H -3.3373 -3.6485 -1.0628
73 H -1.9883 -3.9897 -2.1617
74 H -1.8623 -4.0116 1.6292
75 H -2.0163 -5.7605 1.7580
76 H -3.4054 -4.7887 1.2120

=====

C3H3NO | ωB97M-V with the def2-TZVPD basis set

Values from the calculation:
relative energy (zero: lowest compared OMol25 entry of this formula, charge and spin) = 12.5 kcal per mole
SMILES string = N#CCC=O
multiplicity = 1
calculated total energy = -246.07157 Ha
LUMO = 0.0157 hartree

Cartesian coordinates (Å):
1 N -1.4297 -2.0151 -0.0564
2 C -0.8742 -1.0449 -0.3415
3 C -0.4117 0.3092 -0.0731
4 C 1.0946 0.4049 0.0490
5 O 1.6979 1.4121 -0.2011
6 H -0.8353 1.0466 -0.7542
7 H -0.8421 0.4780 0.9251
8 H 1.5870 -0.5174 0.4273

=====

C3H4ClF | ωB97M-V with the def2-TZVPD basis set

Values from the calculation:
relative energy (zero: lowest compared OMol25 entry of this formula, charge and spin) = 11.9 kcal per mole
SMILES string = FC1(Cl)CC1
multiplicity = 1
calculated total energy = -676.72252 Ha
LUMO = 0.0378 hartree

Cartesian coordinates (Å):
1 F 0.3793 1.5930 -0.0113
2 C 0.2548 0.2361 -0.0149
3 Cl -1.4166 -0.2580 0.0024
4 C 1.1544 -0.6428 0.7535
5 C 1.1376 -0.6700 -0.7410
6 H 1.9626 -0.1862 1.3381
7 H 0.6505 -1.5083 1.1733
8 H 0.7059 -1.5225 -1.1799
9 H 2.0689 -0.2735 -1.2558

=====

C30H39Cl6F3O3 | ωB97M-V with the def2-TZVPD basis set

Values from the calculation:
relative energy (zero: lowest compared OMol25 entry of this formula, charge and spin) = 0.0 kcal per mole
SMILES string = Fc1ccccc1.Fc1ccccc1.Fc1ccccc1.CC(C)=O.CC(C)=O.CC(C)=O.ClCCl.ClCCl.ClCCl
multiplicity = 1
calculated total energy = -4452.90112 Ha
LUMO = 0.0196 hartree

Cartesian coordinates (Å):
1 F -1.1518 5.9872 -4.1846
2 C -0.6567 5.6064 -3.0101
3 C -0.3004 4.2631 -2.8356
4 C 0.0937 3.8386 -1.5864
5 C 0.0710 4.7979 -0.5626
6 C -0.2230 6.1359 -0.6396
7 C -0.6620 6.5159 -1.9500
8 H -0.2764 3.5465 -3.6434
9 H 0.4531 2.8400 -1.3860
10 H 0.2134 4.4824 0.4604
11 H -0.2541 6.8806 0.1419
12 H -0.9722 7.5434 -2.0696
13 F 2.0875 2.4352 -3.3024
14 C 1.4778 1.2960 -3.5558
15 C 1.0170 0.9625 -4.8725
16 C 0.2932 -0.1968 -5.0747
17 C 0.0733 -1.0002 -4.0296
18 C 0.4407 -0.7310 -2.7396
19 C 1.2195 0.3901 -2.4274
20 H 1.2216 1.7467 -5.5863
21 H 0.0774 -0.3793 -6.1171
22 H -0.5312 -1.8792 -4.1974
23 H 0.0619 -1.4041 -1.9848
24 H 1.3544 0.7625 -1.4226
25 F -3.1394 -0.9115 -2.1302
26 C -3.5215 -0.0032 -3.0259
27 C -2.6773 1.0320 -3.3204
28 C -2.9641 1.8420 -4.4067
29 C -4.0836 1.6263 -5.2153
30 C -5.0393 0.6161 -4.8296
31 C -4.7710 -0.1561 -3.5990
32 H -1.7387 1.1047 -2.7911
33 H -2.2471 2.5873 -4.7182
34 H -4.3982 2.1764 -6.0898
35 H -6.0024 0.4993 -5.3041
36 H -5.3950 -0.9027 -3.1303
37 C 5.1639 -2.7973 -0.5476
38 C 4.0772 -1.8002 -0.5519
39 C 2.6691 -2.3808 -0.4940
40 O 4.3033 -0.6328 -0.6810
41 H 5.3703 -3.0805 0.4845
42 H 6.0427 -2.1741 -0.7134
43 H 5.1568 -3.6896 -1.1735
44 H 1.9555 -1.5815 -0.6938
45 H 2.2848 -2.7977 0.4369
46 H 2.5101 -3.1391 -1.2607
47 C -2.1548 -3.4785 7.8622
48 C -1.3730 -3.1773 6.5793
49 C -1.7642 -1.9661 5.7514
50 O -0.5501 -3.9342 6.2030
51 H -2.2629 -2.6411 8.5515
52 H -1.7645 -4.3603 8.3705
53 H -3.1923 -3.6421 7.5708
54 H -1.5831 -1.1372 6.4356
55 H -2.8426 -1.9838 5.5936
56 H -1.2673 -1.6780 4.8250
57 C -0.5311 -0.3597 0.7764
58 C -0.9595 -0.1869 2.2774
59 C 0.3075 0.1142 3.0922
60 O -2.1541 -0.2776 2.6332
61 H -0.1772 0.5341 0.2625
62 H -1.3170 -0.8266 0.1827
63 H 0.3920 -0.9368 0.8318
64 H 0.7957 0.8966 2.5113
65 H 1.0000 -0.7266 3.1336
66 H -0.0140 0.5155 4.0533
67 Cl 4.5660 3.7465 1.1266
68 C 3.6216 2.6660 -0.0217
69 Cl 2.7305 1.4796 0.9651
70 H 3.0301 3.2418 -0.7336
71 H 4.3593 2.0900 -0.5805
72 Cl -2.2412 -4.0429 -0.0741
73 C -1.5484 -4.0633 1.6146
74 Cl 0.1662 -4.4682 1.6094
75 H -1.6061 -3.0625 2.0425
76 H -2.1793 -4.7025 2.2323
77 Cl 3.0918 -1.4555 5.7652
78 C 2.2424 -2.7762 4.9633
79 Cl 2.9974 -3.3185 3.4233
80 H 2.2552 -3.5935 5.6844
81 H 1.2436 -2.3653 4.8163

=====

C16H36N4 | ωB97M-V with the def2-TZVPD basis set

Values from the calculation:
relative energy (zero: lowest compared OMol25 entry of this formula, charge and spin) = 39.8 kcal per mole
SMILES string = CCN(CC)CC.CCN(CC)CC.CC#N.CC#N
multiplicity = 1
calculated total energy = -850.20185 Ha
LUMO = 0.0181 hartree

Cartesian coordinates (Å):
1 C -0.2524 -2.0583 -2.4943
2 C -0.2045 -3.4730 -1.9280
3 N 0.0125 -3.4642 -0.4850
4 C -0.3801 -4.6925 0.1821
5 C -0.6721 -4.4630 1.6734
6 C 1.3260 -3.0147 -0.0901
7 C 2.5394 -3.8581 -0.5180
8 H -0.5024 -2.0566 -3.5572
9 H 0.7380 -1.5889 -2.4639
10 H -0.9369 -1.4337 -1.9209
11 H -1.1567 -3.9709 -2.1092
12 H 0.5760 -4.0359 -2.4633
13 H -1.2714 -5.0799 -0.3095
14 H 0.3874 -5.4806 0.1108
15 H 0.2212 -4.6237 2.2827
16 H -0.9930 -3.4340 1.8406
17 H -1.4343 -5.1479 2.0413
18 H 1.3603 -2.9913 1.0068
19 H 1.5079 -1.9723 -0.3593
20 H 2.5502 -4.8169 0.0001
21 H 3.4526 -3.3000 -0.3241
22 H 2.5178 -4.1074 -1.5820
23 C 2.4006 4.0077 0.3986
24 C 1.3835 2.8877 0.3060
25 N 1.3234 2.0829 1.5226
26 C 0.8158 0.7510 1.2566
27 C -0.6228 0.6556 0.7740
28 C 0.6305 2.7780 2.5953
29 C 0.5912 2.0059 3.9062
30 H 2.3578 4.6753 -0.4632
31 H 3.4216 3.6154 0.4604
32 H 2.2883 4.6213 1.2950
33 H 0.3976 3.3192 0.0648
34 H 1.7001 2.2108 -0.4896
35 H 1.5016 0.2349 0.5780
36 H 0.8990 0.1690 2.1797
37 H -0.8624 -0.3769 0.5075
38 H -1.3223 0.9571 1.5577
39 H -0.8122 1.2917 -0.0935
40 H -0.3976 3.0420 2.2776
41 H 1.1550 3.7162 2.7703
42 H -0.1235 1.1772 3.8831
43 H 0.2875 2.6563 4.7239
44 H 1.5630 1.5474 4.1012
45 C -0.1971 1.7391 -3.2776
46 C -0.4754 1.6710 -4.7071
47 N -0.6946 1.5958 -5.8276
48 H 0.3746 0.8516 -3.0007
49 H -1.1323 1.7427 -2.7227
50 H 0.3895 2.6198 -3.0330
51 C -4.7576 3.5171 0.2719
52 C -3.5995 3.3640 -0.5932
53 N -2.6842 3.2446 -1.2743
54 H -4.4669 3.9612 1.2243
55 H -5.2243 2.5577 0.4845
56 H -5.4934 4.1736 -0.1899

=====

C3H8NOSe | ωB97M-V with the def2-TZVPD basis set

Values from the calculation:
relative energy (zero: lowest compared OMol25 entry of this formula, charge and spin) = 29.1 kcal per mole
multiplicity = 1
calculated total energy = -2650.22861 Ha
LUMO = -0.1649 hartree
charge = +1

Cartesian coordinates (Å):
1 C -0.0884 1.2256 -1.4481
2 C 1.0049 0.2192 -1.0571
3 C -1.1929 0.1055 0.2891
4 N -1.3241 0.9081 -0.7627
5 O 0.5526 -2.0463 2.9566
6 Se 0.3756 -0.6908 0.5865
7 H 0.0049 2.2390 -1.2995
8 H -0.1298 1.0893 -2.5819
9 H 0.8102 -0.6545 -1.6394
10 H 1.9952 0.5721 -1.3101
11 H -1.8654 -0.0485 1.1343
12 H -0.1671 -2.5943 3.2000
13 H -2.0068 1.6106 -0.9903
14 H 1.3411 -2.3292 3.4224